49
Properties=species:S:1:pos:R:3:forces:R:3 method="wB97M-V/def2-TZVPD" multiplicity=5 max_force_ev_per_a=6.42 e_tot_ev=-64147.0953 gap_ev="5.6934 / 4.6976" e_above_lowest_kj_mol=0.0 total_charge=+1
C 3.26049 3.57835 3.15807 -0.24 -0.58 -0.41
O 3.66519 2.73566 2.06064 -0.10 -0.42 -0.81
C 2.79682 1.81323 1.49732 0.73 -0.45 1.32
C 2.78522 0.45134 1.96107 -0.87 1.05 2.07
C 1.45503 -0.23197 1.83936 -0.60 -0.25 1.18
C 1.02371 -0.09994 0.43123 0.00 0.47 -1.30
C 1.47160 0.98593 -0.32973 -2.41 -0.46 0.21
C 2.16333 2.06776 0.27319 -0.66 1.59 0.12
Fe 3.46711 0.26930 0.06391 -0.27 1.59 -0.15
C 4.03660 -1.34746 0.41841 1.87 -6.08 0.85
O 4.52476 -2.40206 0.49448 -1.12 2.53 -0.03
C 5.07862 0.86729 0.31141 6.01 1.78 0.48
O 6.21435 1.11224 0.39078 -2.83 -0.50 -0.08
C 3.79002 0.06210 -1.67324 0.74 -1.06 -5.85
O 4.21711 -0.22502 -2.71516 -0.53 0.54 2.25
H 4.16835 4.13502 3.40320 -0.33 -0.06 0.08
H 2.46006 4.25761 2.82940 0.22 -0.13 0.20
H 2.92939 2.96768 4.01265 0.10 0.24 -0.21
H 3.42890 0.18234 2.79955 -0.23 0.30 -0.09
H 1.49578 -1.28583 2.16637 0.22 0.29 -0.29
H 0.71440 0.22541 2.53015 -0.06 -0.05 -0.09
H 0.40528 -0.88255 -0.00850 0.42 0.31 -0.17
H 1.14708 1.08608 -1.37239 0.13 -0.07 0.45
H 2.27857 3.03213 -0.23293 0.04 -0.49 0.23
C -3.76839 1.49289 0.56807 -0.08 0.32 0.27
C -2.74605 0.83455 1.54690 -0.54 0.51 -0.66
C -2.10191 -0.22646 0.73948 0.09 -0.51 1.12
C -2.74079 -0.40346 -0.46780 -0.74 -0.15 -1.90
N -2.54714 -1.38114 -1.36324 0.01 1.07 1.49
C -3.22517 -1.42473 -2.64577 -0.47 -0.14 -0.75
C -2.67009 -2.66603 -3.35760 -0.03 0.08 -0.22
C -1.74318 -3.38030 -2.36034 0.23 -0.20 0.17
C -1.72246 -2.53586 -1.07508 0.58 -0.99 0.07
C -3.79299 0.65096 -0.72006 0.00 0.08 0.25
H -4.75909 1.51600 1.02950 0.18 0.17 -0.13
H -3.47335 2.52060 0.33051 -0.11 -0.22 0.19
H -2.06607 1.58203 1.96195 0.21 -0.25 0.02
H -3.27778 0.38762 2.39670 0.23 -0.09 0.02
H -1.34601 -0.88755 1.14688 -0.08 0.11 -0.14
H -4.31935 -1.50545 -2.52235 0.39 0.12 0.24
H -3.03910 -0.50506 -3.22354 0.01 -0.20 0.39
H -3.49252 -3.31822 -3.66395 0.22 0.15 -0.06
H -2.11820 -2.35342 -4.24874 -0.16 -0.19 0.12
H -2.11632 -4.38204 -2.12685 0.20 0.17 -0.14
H -0.72650 -3.46606 -2.75593 -0.27 -0.12 0.03
H -0.69883 -2.24045 -0.79540 -0.42 0.05 -0.18
H -2.12263 -3.11589 -0.22257 -0.04 0.47 -0.28
H -4.77807 0.18294 -0.87197 0.32 0.02 -0.07
H -3.58576 1.26990 -1.60803 0.03 -0.37 0.20